This record from the OMol25 dataset describes a gas-phase ion, C4H9NO2 (charge +1). The level of theory is wB97M-V/def2-TZVPD.

```
16
Properties=species:S:1:pos:R:3:forces:R:3:nbo_charge:R:1
C -0.311689 0.150402 0.508636 -1.73 0.45 -3.61 -0.297
C -1.338245 -0.686664 -0.389683 0.29 -0.85 0.85 -0.470
C -2.438692 0.139447 -1.001576 0.33 0.75 -0.18 0.428
O -2.388224 1.330912 -1.032797 -0.01 0.31 0.04 -0.439
N 0.860803 -0.654615 0.576539 -0.15 2.93 3.72 -0.235
C 2.130368 -0.107264 0.071322 1.62 -0.34 -1.68 0.047
O 2.506200 0.971419 0.865882 -1.06 -0.32 0.12 -0.603
H -0.158692 0.986126 -0.211811 0.20 -0.11 0.25 0.260
H -0.900075 0.574698 1.322330 0.91 -0.68 0.87 0.275
H -1.845902 -1.410712 0.258604 0.40 -0.33 -0.23 0.254
H -0.710410 -1.183331 -1.135205 -0.62 -0.26 -0.20 0.257
H -3.309111 -0.399137 -1.418994 0.16 -0.22 0.07 0.184
H 1.091567 -0.637905 1.588337 -0.25 -1.53 -0.11 0.417
H 2.899060 -0.870832 0.203489 -0.17 0.02 0.02 0.230
H 2.083238 0.128973 -0.994290 -0.38 0.10 0.09 0.203
H 1.829807 1.668485 0.789220 0.46 0.09 -0.03 0.489
```
Positions in Å, forces in eV/Å.

Frontier orbital gap (spin up / spin down), eV: 11.6 / 5.4
HOMO (spin up / spin down), Eh: -0.546 / -0.529
E, hartree: -362.6581
Strongest force on any atom, eV/Å: 4.74
Expectation value of S²: 0.76
Spin multiplicity: 2
Energy relative to the best compared isomer or geometry (same formula, charge and spin), kcal per mole: 63.9
Charge: +1


This record from the OMol25 dataset describes 2 unconnected molecules or ions with the total composition C2H10N2S. The level of theory is wB97M-V/def2-TZVPD.

```
15
Properties=species:S:1:pos:R:3:forces:R:3:nbo_charge:R:1
N 1.585661 2.878775 0.213229 -0.10 0.82 0.66 -0.817
C 1.328302 1.505783 0.531322 -1.50 -1.20 -1.23 -0.059
N 0.121076 1.226768 1.359555 1.16 0.29 0.64 -0.853
H 1.723209 3.448480 1.040678 0.59 -0.35 0.45 0.351
H 0.731527 3.323141 -0.099495 -0.22 -0.33 -0.71 0.346
H 2.170401 0.945129 0.920865 0.30 0.52 0.49 0.182
H 1.128499 1.000268 -0.425451 0.37 0.21 -0.16 0.155
H 0.188103 0.256584 1.650328 -0.20 0.11 0.08 0.351
H -0.702284 1.316580 0.792971 -0.30 0.00 -0.22 0.344
C -1.815980 -1.240780 -0.159915 0.32 -0.93 1.03 -0.729
S -0.519299 -2.119877 -1.082955 0.07 0.65 -0.61 -0.043
H -2.594565 -1.978532 0.013662 -0.50 0.44 -0.26 0.220
H -2.149114 -0.317612 -0.614984 -0.05 -0.16 -0.41 0.228
H -1.425287 -1.008479 0.829558 0.00 0.21 -0.08 0.209
H -0.248494 -2.980046 -0.115252 0.08 -0.28 0.30 0.115
```
Positions in Å, forces in eV/Å.

Frontier orbital gap, eV: 10.0
HOMO, Eh: -0.339
E, hartree: -589.8611
Strongest force on any atom, eV/Å: 2.28
Structure (SMILES): NCN.CS
Energy relative to the best compared isomer or geometry (same formula, charge and spin), kcal per mole: 16.2


Question: What is the formula in the first record?
Answer: C4H9NO2